[1]
Here is the molecule C5H4O2 in a non-equilibrium geometry from the Open Molecules 2025 dataset. Energies are from ωB97M-V/def2-TZVPD.

Atoms and positions in Å:
O1 -0.089 -2.546 -0.470
C1 -0.088 -1.370 -0.200
C2 -0.495 0.666 0.872
C3 -0.328 -0.653 1.036
H1 -0.947 1.406 -1.165
C4 -0.133 1.092 -0.523
H2 0.649 1.864 -0.516
H3 -0.700 1.361 1.677
O2 1.463 -0.456 -1.545
C5 0.419 -0.233 -0.986
H4 0.250 -1.130 1.820

SMILES = O=C1C=CCC1=O
E_LUMO = -0.61 eV
relative energy (zero: lowest compared OMol25 entry of this formula, charge and spin) = 42.9 kcal/mol
gap between HOMO and LUMO = 8.71 eV

Results of the Mulliken charge analysis, in e, for atoms 1 through 4: atom 1 (O): -0.532, atom 2 (C): 0.541, atom 3 (C): -0.283, atom 4 (C): -0.359

---

[2]
Here is the molecule C5H4O2 in a non-equilibrium geometry from the Open Molecules 2025 dataset. Energies are from ωB97M-V/def2-TZVPD.

Atoms and positions in Å:
C1 1.174 0.654 0.342
C2 1.163 -0.803 0.182
H1 -1.682 0.544 0.517
H2 -2.013 -0.422 -0.871
C3 -0.095 -1.194 -0.117
C4 -0.400 1.178 -0.187
H3 2.052 -1.430 0.115
O1 1.939 1.472 0.770
O2 -0.640 2.353 -0.172
C5 -1.132 -0.113 -0.311
H4 -0.366 -2.238 -0.268

SMILES = O=C1C=CCC1=O
E_LUMO = -0.45 eV
relative energy (zero: lowest compared OMol25 entry of this formula, charge and spin) = 52.5 kcal/mol
gap between HOMO and LUMO = 8.50 eV

Results of the Mulliken charge analysis, in e, for atoms 1 through 4: atom 1 (C): 0.559, atom 2 (C): -0.536, atom 3 (H): 0.249, atom 4 (H): 0.444

---

[3]
Here is the molecule C5H4O2 in a non-equilibrium geometry from the Open Molecules 2025 dataset. Energies are from ωB97M-V/def2-TZVPD.

Atoms and positions in Å:
H1 -1.958 0.800 0.154
O1 0.310 -1.669 -0.290
C1 1.141 -0.687 0.192
C2 0.315 0.966 0.464
H2 1.504 0.650 -1.522
H3 -1.746 -1.650 -0.587
C3 -1.009 0.279 0.083
C4 1.380 0.481 -0.468
C5 -0.933 -1.001 -0.291
O2 0.850 -0.247 1.433
H4 0.214 2.023 0.777

E_LUMO (spin up / spin down) = 0.47 / 0.46 eV
relative energy (zero: lowest compared OMol25 entry of this formula, charge and spin) = 119.9 kcal/mol
gap between HOMO and LUMO (spin up / spin down) = 9.02 / 9.02 eV

Results of the Mulliken charge analysis, in e, for atoms 1 through 4: atom 1 (H): 0.354, atom 2 (O): -0.347, atom 3 (C): 0.397, atom 4 (C): 0.126

---

[4]
Here is a cluster of 2 separate species, C5H4O2 in total in a non-equilibrium geometry from the Open Molecules 2025 dataset. Energies are from ωB97M-V/def2-TZVPD.

Atoms and positions in Å:
H1 1.264 0.988 1.796
C1 0.056 0.287 -2.663
H2 1.670 -1.487 0.671
H3 -0.638 -1.973 -0.733
C2 0.795 -0.859 0.582
H4 -1.239 1.717 0.929
C3 -0.334 -1.142 -0.115
C4 -0.650 0.827 0.763
O1 -0.282 1.335 -2.384
O2 -1.227 -0.127 -0.009
C5 0.585 0.435 1.163

E_LUMO = 1.15 eV
relative energy (zero: lowest compared OMol25 entry of this formula, charge and spin) = 15.0 kcal/mol
gap between HOMO and LUMO = 10.11 eV

Results of the Mulliken charge analysis, in e, for atoms 1 through 4: atom 1 (H): 0.409, atom 2 (C): 0.120, atom 3 (H): 0.410, atom 4 (H): 0.435